[1]
{"formula": "C23H43ClF3N3O6S", "method": "ωB97M-V with the def2-TZVPD basis set", "species": ["C", "C", "Cl", "C", "O", "C", "O", "N", "S", "O", "O", "C", "F", "F", "F", "H", "H", "H", "H", "H", "H", "H", "C", "C", "C", "C", "C", "C", "N", "O", "C", "C", "C", "H", "H", "H", "H", "H", "H", "H", "H", "H", "H", "H", "H", "H", "H", "H", "H", "H", "H", "C", "C", "C", "C", "C", "C", "N", "O", "C", "C", "C", "H", "H", "H", "H", "H", "H", "H", "H", "H", "H", "H", "H", "H", "H", "H", "H", "H", "H"], "xyz": [[5.877, -5.689, 3.140], [5.523, -7.081, 3.695], [6.759, -7.604, 4.896], [5.410, -8.172, 2.620], [4.035, -8.463, 2.276], [3.290, -9.002, 3.246], [3.672, -9.400, 4.305], [1.904, -9.063, 2.832], [0.906, -7.798, 3.125], [1.031, -7.446, 4.496], [-0.327, -8.090, 2.476], [1.590, -6.338, 2.174], [0.586, -5.540, 1.888], [2.469, -5.679, 2.903], [2.162, -6.716, 1.046], [5.945, -5.696, 2.051], [5.113, -4.962, 3.428], [6.818, -5.334, 3.560], [4.598, -7.029, 4.266], [5.914, -9.092, 2.921], [5.838, -7.827, 1.679], [1.786, -9.372, 1.870], [-1.474, -2.810, 0.444], [-0.741, -1.674, 1.176], [-1.715, -0.778, 1.955], [-2.509, 0.193, 1.085], [-1.565, 1.022, 0.218], [-0.645, 0.163, -0.651], [0.063, -0.829, 0.229], [1.111, -0.334, 0.778], [-1.456, -0.506, -1.771], [0.407, 1.033, -1.331], [0.214, -2.342, 2.158], [-1.934, -2.519, -0.492], [-0.777, -3.619, 0.222], [-2.258, -3.211, 1.087], [-1.140, -0.198, 2.684], [-2.386, -1.422, 2.527], [-3.234, -0.345, 0.469], [-3.088, 0.859, 1.728], [-2.132, 1.690, -0.437], [-0.950, 1.657, 0.864], [-0.865, -1.272, -2.276], [-1.721, 0.256, -2.505], [-2.388, -0.951, -1.434], [0.967, 1.628, -0.615], [-0.098, 1.710, -2.023], [1.113, 0.421, -1.894], [0.996, -2.887, 1.630], [-0.357, -3.052, 2.760], [0.688, -1.626, 2.824], [-2.792, 8.137, -3.119], [-1.485, 7.336, -3.238], [-1.568, 6.270, -4.341], [-2.382, 5.035, -3.964], [-1.868, 4.436, -2.658], [-1.862, 5.443, -1.505], [-1.116, 6.674, -1.941], [0.152, 6.554, -1.793], [-3.301, 5.745, -1.063], [-1.142, 4.859, -0.295], [-0.395, 8.340, -3.596], [-3.575, 7.640, -2.561], [-2.598, 9.089, -2.623], [-3.180, 8.350, -4.116], [-0.550, 5.952, -4.588], [-1.976, 6.741, -5.238], [-3.445, 5.283, -3.889], [-2.298, 4.294, -4.760], [-2.474, 3.576, -2.358], [-0.847, 4.072, -2.812], [-3.330, 6.599, -0.386], [-3.685, 4.875, -0.528], [-3.985, 5.929, -1.888], [-0.142, 4.514, -0.543], [-1.715, 4.006, 0.072], [-1.061, 5.591, 0.509], [-0.226, 9.038, -2.776], [-0.729, 8.904, -4.470], [0.548, 7.855, -3.832]], "s2": 2.008, "de_lowest_kcal_mol": 0.00, "charge": 0, "total_energy_ev": -72810.34762, "multiplicity": 3, "e_homo_ev": [-8.131, -9.311]}

[2]
{"formula": "C3H5N3O", "method": "ωB97M-V with the def2-TZVPD basis set", "species": ["C", "C", "C", "H", "H", "H", "H", "H", "N", "N", "N", "O"], "xyz": [[1.633, -0.031, -0.134], [-0.701, -1.025, 0.379], [-1.186, -1.104, -1.013], [2.640, 1.401, 0.338], [1.316, -0.232, -1.817], [2.154, -1.478, 0.743], [-0.232, -1.975, 0.662], [-1.426, -0.378, 1.110], [0.283, 0.039, 0.264], [-1.319, -1.261, -2.132], [-0.086, 1.048, 1.042], [0.616, 2.105, 1.170]], "de_lowest_kcal_mol": 300.79, "charge": 0, "total_energy_ev": -9697.54017, "e_homo_ev": -9.934}

[3]
{"formula": "C21H66F2N2O17", "method": "ωB97M-V with the def2-TZVPD basis set", "species": ["C", "N", "C", "C", "O", "C", "C", "O", "C", "N", "C", "O", "F", "C", "O", "F", "H", "H", "H", "H", "H", "H", "H", "H", "H", "H", "H", "H", "H", "H", "C", "O", "H", "H", "H", "H", "C", "O", "H", "H", "H", "H", "C", "O", "H", "H", "H", "H", "C", "O", "H", "H", "H", "H", "C", "O", "H", "H", "H", "H", "C", "O", "H", "H", "H", "H", "C", "O", "H", "H", "H", "H", "C", "O", "H", "H", "H", "H", "C", "O", "H", "H", "H", "H", "C", "O", "H", "H", "H", "H", "C", "O", "H", "H", "H", "H", "C", "O", "H", "H", "H", "H", "C", "O", "H", "H", "H", "H"], "xyz": [[1.561, -0.084, -2.046], [3.014, -0.312, -2.158], [3.472, -0.387, -3.530], [4.899, 0.196, -3.743], [5.312, 0.906, -2.594], [6.447, 1.704, -2.843], [6.090, 3.146, -3.074], [5.154, 3.345, -4.121], [3.844, 3.160, -3.734], [3.086, 4.423, -3.901], [3.422, 5.353, -2.880], [3.529, 5.145, -1.704], [3.634, 6.534, -3.402], [1.710, 4.149, -3.895], [0.980, 4.100, -2.933], [1.243, 3.933, -5.112], [1.074, -0.372, -2.969], [1.336, 0.936, -1.767], [1.156, -0.715, -1.271], [3.199, -1.178, -1.683], [2.796, 0.216, -4.119], [3.509, -1.403, -3.901], [4.878, 0.846, -4.611], [5.609, -0.604, -3.926], [7.044, 1.287, -3.647], [7.063, 1.680, -1.952], [5.775, 3.612, -2.150], [6.997, 3.654, -3.368], [3.372, 2.417, -4.363], [3.751, 2.796, -2.718], [0.798, -3.331, 0.319], [-0.275, -2.710, -0.381], [1.719, -3.168, -0.236], [0.896, -2.894, 1.317], [0.609, -4.403, 0.400], [-1.072, -2.872, 0.136], [-0.879, -5.128, 2.947], [-1.367, -5.483, 1.657], [0.129, -4.735, 2.837], [-1.515, -4.358, 3.391], [-0.854, -6.007, 3.596], [-2.261, -5.821, 1.776], [-1.844, 5.712, -3.209], [-2.929, 6.624, -3.354], [-1.807, 5.409, -2.167], [-1.992, 4.826, -3.831], [-0.896, 6.190, -3.472], [-2.966, 6.894, -4.274], [-1.965, -8.519, 5.171], [-3.029, -7.873, 4.474], [-1.052, -8.350, 4.607], [-1.847, -8.103, 6.174], [-2.143, -9.595, 5.244], [-3.831, -8.025, 4.977], [-4.274, -7.818, 0.278], [-4.253, -6.863, 1.338], [-3.642, -7.439, -0.520], [-3.885, -8.781, 0.616], [-5.289, -7.950, -0.105], [-4.808, -7.197, 2.044], [-1.536, -0.125, 1.746], [-1.466, -1.347, 2.473], [-0.936, -0.225, 0.845], [-2.573, 0.088, 1.466], [-1.143, 0.695, 2.352], [-1.998, -1.228, 3.263], [5.237, 6.031, -7.261], [5.450, 4.811, -6.560], [5.782, 5.976, -8.200], [4.175, 6.179, -7.478], [5.610, 6.884, -6.687], [4.973, 4.856, -5.730], [-2.517, 1.073, 5.535], [-1.408, 0.307, 5.051], [-3.392, 0.809, 4.946], [-2.710, 0.843, 6.584], [-2.317, 2.142, 5.422], [-0.641, 0.548, 5.575], [-4.016, -3.273, -1.550], [-2.907, -4.028, -2.021], [-4.883, -3.550, -2.144], [-4.223, -3.496, -0.499], [-3.836, -2.200, -1.665], [-2.144, -3.778, -1.492], [-1.678, 3.635, -7.336], [-0.521, 2.851, -7.605], [-2.439, 3.361, -8.061], [-2.060, 3.437, -6.331], [-1.460, 4.702, -7.438], [0.148, 3.096, -6.964], [1.951, 7.513, 0.655], [2.733, 6.381, 1.014], [1.905, 8.173, 1.518], [2.406, 8.054, -0.180], [0.933, 7.218, 0.382], [2.769, 5.805, 0.246], [-3.265, -2.055, 6.933], [-3.834, -1.097, 7.822], [-2.269, -1.714, 6.664], [-3.192, -3.032, 7.420], [-3.870, -2.143, 6.025], [-4.712, -1.405, 8.064], [-4.409, -3.015, 10.989], [-5.496, -2.407, 10.295], [-3.508, -2.831, 10.411], [-4.288, -2.577, 11.983], [-4.560, -4.093, 11.083], [-6.295, -2.562, 10.802]], "charge": 0, "total_energy_ev": -66062.50052, "e_homo_ev": -8.672}

[4]
{"formula": "C11H27OP", "method": "ωB97M-V with the def2-TZVPD basis set", "species": ["C", "C", "C", "C", "C", "C", "C", "P", "C", "C", "C", "H", "H", "H", "H", "H", "H", "H", "H", "H", "H", "H", "H", "H", "H", "H", "H", "H", "H", "H", "H", "H", "H", "H", "H", "C", "O", "H", "H", "H"], "xyz": [[1.374, -3.513, 1.857], [0.882, -2.412, 0.699], [2.111, -2.314, -0.381], [2.350, -0.830, -1.035], [2.335, 0.414, 0.034], [0.786, 1.040, -0.021], [0.197, 1.408, 1.466], [-1.534, 0.678, 1.845], [-2.800, 0.912, 0.422], [-3.214, -0.591, -0.099], [-2.463, -0.947, -1.529], [0.671, -3.472, 2.817], [1.432, -4.594, 1.412], [2.447, -3.184, 2.241], [0.656, -1.425, 1.289], [-0.123, -2.794, 0.237], [3.083, -2.789, 0.108], [1.827, -3.051, -1.276], [1.610, -0.573, -1.935], [3.440, -0.849, -1.520], [2.456, -0.011, 1.143], [3.136, 1.253, -0.207], [0.046, 0.246, -0.515], [0.796, 1.996, -0.737], [0.924, 1.005, 2.317], [0.110, 2.582, 1.642], [-2.104, 1.266, 3.046], [-1.350, -0.739, 2.154], [-2.271, 1.579, -0.408], [-3.737, 1.548, 0.797], [-4.389, -0.739, -0.216], [-2.867, -1.444, 0.659], [-1.899, 0.004, -1.913], [-1.666, -1.783, -1.340], [-3.305, -1.242, -2.294], [0.204, 4.638, -2.165], [-0.027, 3.416, -2.623], [0.819, 4.728, -1.254], [0.729, 5.338, -2.836], [-0.672, 5.245, -1.881]], "charge": 0, "total_energy_ev": -23171.61959, "e_homo_ev": -4.849}

[5]
{"formula": "C4H13N2S2", "method": "ωB97M-V with the def2-TZVPD basis set", "species": ["C", "N", "C", "N", "H", "H", "H", "H", "H", "H", "H", "C", "C", "S", "S", "H", "H", "H", "H", "H", "H"], "xyz": [[-1.285, -3.356, -0.148], [-1.242, -0.292, -2.184], [-1.466, -1.512, -1.741], [-1.128, -1.973, -0.575], [-0.417, -3.954, -0.423], [-2.170, -3.814, -0.588], [-1.435, -3.384, 0.927], [-0.579, 0.348, -1.747], [-1.481, -0.119, -3.140], [-1.918, -2.217, -2.425], [-0.577, -1.367, 0.040], [0.962, -0.257, 2.854], [0.774, 0.983, 2.023], [0.986, 0.617, 0.242], [0.731, 2.560, -0.529], [1.921, -0.734, 2.638], [0.185, -0.989, 2.609], [0.917, -0.140, 3.933], [1.526, 1.751, 2.190], [-0.214, 1.420, 2.153], [-0.592, 2.702, -0.287]], "de_lowest_kcal_mol": 3.88, "charge": 1, "total_energy_ev": -29003.70859, "e_homo_ev": -12.700}